w.
Molecular formula: C3H6N3P
Method: DFT, the ωB97M-V functional and the def2-TZVPD basis

```
13
Properties=species:S:1:pos:R:3
C 1.77 0.96 0.32
C 2.30 -0.91 -0.62
C 0.46 0.59 0.07
N 2.70 0.05 0.06
N 0.44 -0.66 -0.53
N -0.73 1.19 0.33
P -0.66 -1.94 -0.67
H 2.08 2.01 0.76
H 2.56 -1.86 -0.81
H -0.88 2.14 -0.03
H -1.57 0.58 0.19
H -1.41 -1.56 -1.84
H -1.96 -1.37 0.02
```

Summary:
Total charge: 0
Multiplicity: 1

x.
Molecular formula: C3H6N3P
Method: DFT, the ωB97M-V functional and the def2-TZVPD basis

```
13
Properties=species:S:1:pos:R:3
C 1.85 -0.81 -0.21
C -0.05 -1.64 -0.61
C 0.77 0.14 0.08
N 1.25 -1.93 -0.53
N -0.36 -0.41 -0.22
N 0.83 1.42 0.59
P -3.47 1.06 0.18
H 2.90 -0.84 0.11
H -0.74 -2.36 -0.99
H 1.78 1.85 0.49
H 0.03 2.03 0.76
H -2.44 0.38 -0.71
H -2.35 1.10 1.07
```

Summary:
Total charge: 0
Multiplicity: 1

Which structure loses on stability? x does.